1.
Here is the molecule C6H4O from the OMol25 dataset. Energies are from the ωB97M-V functional and the def2-TZVPD basis.

```
11
Properties=species:S:1:pos:R:3
C -0.8933 2.7562 0.8883
C -0.5204 1.6610 0.5512
C -0.0929 0.3682 0.1408
C -0.7243 -0.6334 -0.5349
C 0.2282 -1.6893 -0.6661
C 1.3577 -1.2463 -0.0587
O 1.1864 -0.0012 0.4368
H -1.2235 3.7246 1.1951
H -1.7419 -0.6088 -0.8995
H 0.0904 -2.6481 -1.1471
H 2.3335 -1.6829 0.0942
```

## Properties
molar mass: 92.1 g mol⁻¹
max |F|: 0.46 eV Å⁻¹
Kohn-Sham gap: 9.65 eV
DFT total energy: -8331.6327 eV
structure (SMILES): C#Cc1ccco1

***

2.
Here is the molecule C14H17N3O3 from the OMol25 dataset. Energies are from the ωB97M-V functional and the def2-TZVPD basis.

```
37
Properties=species:S:1:pos:R:3
C -0.5189 -3.2596 1.6472
C -1.4952 -2.0993 1.8798
N -0.7373 -1.1751 2.7348
C -0.1202 0.0860 2.4169
O 0.5062 0.7459 3.2939
C -0.2608 0.5301 0.9662
N -1.6246 0.9766 0.7967
C 0.7895 1.6488 0.6471
C 0.7267 2.0933 -0.6666
C 0.3112 3.3435 -1.1728
N 0.3837 3.3121 -2.5999
C 0.9566 2.0456 -2.9103
C 1.3256 1.6272 -4.1643
C 2.0444 0.4848 -4.2568
C 2.2422 -0.4172 -3.0276
C 1.8049 0.0292 -1.7472
C 1.3157 1.3601 -1.7418
C -2.3992 -3.0228 2.6010
O -2.7706 -4.1084 2.1403
O -2.7188 -2.6211 3.9021
H -0.9723 -3.8223 0.8503
H 0.3281 -2.9612 1.0193
H -0.0736 -3.7825 2.5820
H -2.0754 -1.5461 1.1076
H -1.1505 -1.3221 3.7695
H -0.0139 -0.3831 0.3708
H -1.5674 1.1753 -0.1268
H -1.5135 1.9693 1.2567
H 0.5379 2.5607 1.2869
H 1.6636 1.2003 0.9608
H 0.2464 4.3766 -0.6397
H 0.4419 4.2899 -3.1879
H 1.1809 2.2964 -4.9470
H 2.5147 -0.0955 -5.1572
H 2.2405 -1.6004 -3.1079
H 1.8140 -0.7272 -0.9326
H -3.3624 -3.2077 4.1565
```

## Properties
molar mass: 275.3 g mol⁻¹
max |F|: 5.58 eV Å⁻¹
Kohn-Sham gap: 8.69 eV
DFT total energy: -25402.6836 eV
structure (SMILES): C[C@H](NC(=O)[C@@H](N)Cc1c[nH]c2ccccc12)C(=O)O

***

3.
Here is a structure of composition BCdH26O15P from the OMol25 dataset. Energies are from the ωB97M-V functional and the def2-TZVPD basis.

```
44
Properties=species:S:1:pos:R:3
Cd 25.6268 -0.9967 3.6164
P 27.2460 1.0341 3.2720
O 28.1333 2.1323 3.8610
O 27.2415 1.4590 1.7704
O 25.7505 1.0355 3.7603
O 27.6022 -0.4813 3.5345
B 23.2634 -1.3608 3.6890
H 23.8717 -0.4065 3.5958
H 23.6613 -2.0682 4.5054
H 22.1623 -1.1804 3.9348
H 23.3343 -1.9724 2.7141
O 26.0756 -3.1664 3.4213
H 26.1842 -3.5318 2.5338
H 26.4140 -3.8469 4.0135
O 22.5066 0.7431 5.5933
H 23.0615 1.5271 5.5083
H 22.7656 0.1757 4.8355
O 20.7136 -2.8721 3.2405
H 21.4725 -2.2718 3.4604
H 20.8336 -3.0777 2.3100
O 18.8416 0.1112 4.1839
H 19.7499 -0.1973 4.3055
H 18.7979 0.3692 3.2588
O 22.5422 0.1540 1.1558
H 22.9861 1.0028 1.3567
H 22.7728 -0.4135 1.9113
O 25.4703 -1.1208 1.4013
H 25.8737 -1.7114 0.7589
H 25.0124 -0.4487 0.8724
O 21.2221 -1.4180 6.6292
H 21.7826 -0.7316 6.2026
H 21.7106 -2.2372 6.5090
O 24.0085 2.3839 2.2727
H 24.7128 1.9534 2.8568
H 23.2754 2.5643 2.8724
O 24.0213 -4.5580 1.4280
H 23.2548 -4.3088 0.9040
H 23.9979 -3.9593 2.1866
O 25.5501 -1.0595 5.7162
H 25.5656 -0.1405 6.0730
H 25.1444 -1.5842 6.4137
O 25.4307 1.6134 6.2629
H 25.4818 1.4626 5.2663
H 25.9988 2.3746 6.4125
```

## Properties
molar mass: 420.4 g mol⁻¹
max |F|: 6.89 eV Å⁻¹
total charge: -2
Kohn-Sham gap: 4.09 eV
DFT total energy: -45666.4719 eV

***

4.
Here is a structure of composition C4H6O2 from the OMol25 dataset. Energies are from the ωB97M-V functional and the def2-TZVPD basis.

```
12
Properties=species:S:1:pos:R:3
C -1.1743 -0.0132 -0.6256
C 0.0088 -0.3246 1.2214
O 0.9477 -1.1058 0.7889
C 1.3741 -0.1056 -0.2299
C 0.0794 0.7528 0.1778
O -0.0380 1.9964 0.2212
H -2.1117 0.2724 -0.1430
H -1.1085 0.5027 -1.5862
H -1.1288 -1.0963 -0.7869
H -0.6245 -0.6418 2.0557
H 1.4756 -0.5927 -1.2014
H 2.3003 0.3556 0.1081
```

## Properties
molar mass: 86.1 g mol⁻¹
max |F|: 0.41 eV Å⁻¹
Kohn-Sham gap: 7.94 eV
DFT total energy: -8335.9676 eV

***

5.
Here is a cluster of 2 separate species, C8H15ClN4O8P2 in total from the OMol25 dataset. Energies are from the ωB97M-V functional and the def2-TZVPD basis.

```
38
Properties=species:S:1:pos:R:3
C -2.0688 3.6922 3.3836
C -1.0408 2.6725 3.8084
O 0.1026 2.7571 2.9068
C 0.2183 1.7922 2.0502
N -0.7346 1.0745 1.5129
C -0.1912 0.2097 0.6760
N -0.8488 -0.6801 -0.0259
C -2.3048 -0.6426 0.1299
C -2.7720 -1.7488 1.0523
O -2.0562 -2.3173 1.8313
O -4.0994 -2.0385 0.9477
P -0.1638 -1.9737 -1.0861
C 0.4264 -1.1277 -2.5824
O -1.4435 -2.8461 -1.6159
N 1.1859 0.3873 0.6577
P 2.6011 -0.2380 -0.1889
O 2.8448 0.5933 -1.3586
N 1.3937 1.4088 1.5519
Cl 2.8336 2.1754 1.9800
H -2.9733 3.6103 3.9663
H -1.6303 4.6774 3.4579
H -2.2864 3.5346 2.3346
H -0.6975 2.8875 4.8080
H -1.4765 1.6849 3.8176
H -2.6673 0.3323 0.4185
H -2.7288 -0.8403 -0.8490
H -4.3086 -2.2123 0.0250
H -0.0416 -1.5452 -3.4648
H 0.3558 -0.0467 -2.5209
H 1.4806 -1.3989 -2.6032
H -1.9572 -2.2995 -2.2257
H 3.6847 -0.1458 0.7017
H 2.4132 -1.5964 -0.4789
C 3.5587 -2.3097 -4.7211
O 2.8786 -2.0402 -3.6803
O 4.6213 -1.4002 -4.9248
O 3.4217 -3.2072 -5.5374
H 4.4703 -0.8352 -4.1543
```

## Properties
molar mass: 392.6 g mol⁻¹
max |F|: 2.27 eV Å⁻¹
Kohn-Sham gap: 5.38 eV
DFT total energy: -61976.3477 eV

***

6.
Here is a cluster of 40 separate species, H80O40 in total from the OMol25 dataset. Energies are from the ωB97M-V functional and the def2-TZVPD basis.

```
120
Properties=species:S:1:pos:R:3
H -1.6068 -1.3222 0.8022
H -2.2125 -0.0455 0.4197
O -2.5489 -0.9062 0.6276
H 4.0293 -5.1292 2.1791
H 4.4643 -3.7257 2.8962
O 3.9869 -4.5897 3.0512
H 1.5169 0.9335 -3.4734
H 1.8807 2.4612 -2.9640
O 1.1202 1.7660 -3.2169
H 0.6236 -0.5174 2.2973
H 0.5928 -2.0215 2.5919
O -0.0224 -1.3802 2.1505
H -5.2861 3.0614 2.3468
H -4.0794 2.0809 1.9130
O -4.4469 3.0835 1.9373
H 0.6911 -2.7709 5.1825
O 1.0666 -2.6293 4.2737
H 0.8192 2.3242 0.3726
O 1.6623 2.7599 0.7338
H 3.8222 1.3666 -0.5879
H 2.3365 1.4310 -0.8604
O 3.1526 0.9396 -1.0444
H -3.0097 3.5175 3.6530
H -2.7314 3.1418 4.9763
O -3.4045 3.7171 4.5419
H 4.8710 0.5987 1.1910
H 5.9794 1.7043 1.3169
O 5.6737 0.9256 0.8420
H -2.7850 -2.6235 3.3012
H -3.5328 -3.7430 3.5901
O -2.6906 -3.5176 3.2618
H -2.8892 5.7346 1.6215
O -3.1546 5.6299 0.6617
H 3.9732 -0.5074 -2.0920
H 3.1201 -1.3788 -3.3453
O 3.5723 -0.6033 -3.0597
H 2.0594 0.5995 3.3207
H 1.2157 -0.5060 4.2270
O 1.9420 -0.3890 3.5724
H -0.9166 1.6018 0.1753
H -0.3139 0.3828 -0.6368
O -0.4377 0.8219 0.0773
H 0.1855 -5.9536 1.6563
H 0.1715 -5.0705 2.9449
O 0.5408 -5.3381 2.0619
H -5.9288 -2.5797 2.0867
H -5.2457 -2.7881 3.4018
O -5.4381 -2.0180 2.8303
H -1.4610 -1.3791 -1.4176
H -1.2271 -2.5055 -2.1493
O -2.0088 -2.0164 -1.8603
H -3.3757 1.0737 -3.9370
O -3.3362 1.9858 -4.1319
H 2.1096 -1.6182 -5.3378
H 0.5228 -1.1747 -5.0990
O 1.1392 -1.9081 -5.3546
H -4.1195 0.4546 -1.7181
O -4.7369 1.1529 -1.8162
H 4.1496 2.9373 1.2897
H 3.8521 3.4754 -0.1004
O 4.2849 3.8088 0.7976
H 2.5638 5.1800 -2.9885
H 1.8082 6.3539 -2.1423
O 1.7982 5.5226 -2.5039
H 3.8727 1.8960 -3.0645
H 2.9671 2.4977 -4.1825
O 3.5789 2.6995 -3.5358
H -1.6172 -0.3393 5.5103
H -0.7789 -0.6904 6.4408
O -1.1662 -1.1222 5.7780
H -1.9266 1.8171 -1.3723
H -0.8665 1.9091 -2.6555
O -1.5141 1.3123 -2.0279
H -1.6010 4.5107 -1.3946
H -0.0464 4.1333 -1.9308
O -0.8178 4.0190 -1.3001
H 1.0142 -4.9975 -2.5550
H 0.1702 -5.8682 -1.4143
O 0.0364 -5.4573 -2.2498
H 2.4821 -4.6805 -4.4629
H 3.1458 -4.8886 -3.2209
O 2.7067 -4.2167 -3.7013
H -3.8313 -0.3916 1.6576
H -5.0807 0.3709 2.2576
O -4.1882 0.4614 2.1694
H 1.3702 -3.3272 -0.5628
H 0.0787 -2.3785 -0.2084
O 0.5525 -2.6672 -0.9056
H -0.5018 1.6305 -6.0195
O -0.2150 0.7304 -5.9495
H 3.5856 -1.8169 3.5888
H 5.1460 -1.7115 3.8654
O 4.5465 -2.0919 3.2601
H -2.8295 2.4730 -3.4578
H 0.5822 -3.4356 3.7569
H -4.3904 1.7797 -2.4828
H 1.2783 3.6633 0.8261
H -3.3185 4.7455 0.8330
H -0.7799 0.1288 -5.3388
O 4.5654 -2.6400 -1.0736
H 4.0966 -1.7093 -1.3751
H 4.5050 -2.4188 -0.0387
O -1.4299 0.7328 3.7893
H -0.8566 1.3730 3.4062
H -1.4984 0.0282 3.1077
O -2.7965 -4.9069 -0.2952
H -2.1946 -4.6706 -0.9836
H -3.7128 -4.8910 -0.7776
O 5.9421 0.2769 -1.9851
H 6.4928 -0.5302 -1.7393
H 5.8395 0.6799 -1.0497
O -0.6849 4.1263 2.8897
H 0.2385 4.0361 3.1009
H -1.2451 4.3620 3.5483
O -3.9002 -0.4539 -3.7214
H -3.9604 -0.9591 -4.4594
H -3.2741 -0.9775 -3.0585
O -3.1759 2.4801 -0.2354
H -3.0908 2.2882 0.6764
H -4.1314 2.5034 -0.3853
```

## Properties
molar mass: 720.6 g mol⁻¹
max |F|: 13.86 eV Å⁻¹
total charge: -1
Kohn-Sham gap (spin up / spin down): 2.36 / 9.92 eV
2S+1: 2
DFT total energy: -83190.6497 eV

***

7.
Here is a structure of composition C32H39ClN5O2SbTi from the OMol25 dataset. Energies are from the ωB97M-V functional and the def2-TZVPD basis.

```
81
Properties=species:S:1:pos:R:3
Ti 1.5234 -0.4303 0.5771
Cl 2.4626 5.4383 -3.3961
C 2.4209 4.1598 -2.2621
C 2.6339 4.5033 -0.9179
C 2.5324 3.5463 0.0737
C 2.1996 2.2401 -0.2942
O 1.8685 1.4015 0.6859
C 2.1818 1.8774 -1.6382
C 2.3851 0.4508 -1.9751
N 1.4415 -0.3718 -1.1905
C 1.0310 -1.6636 -1.7360
C 0.4588 -1.8814 -2.9914
C 0.3039 -3.2367 -3.3953
C 0.5511 -4.3045 -2.5534
C 1.1018 -4.0803 -1.2775
C 1.3711 -5.1019 -0.3388
C 1.5358 -4.7363 0.9829
C 1.5205 -3.4019 1.3979
N 1.3334 -2.4269 0.4791
C 1.2731 -2.7458 -0.8565
C 2.2150 2.8634 -2.6631
H 2.8227 5.5556 -0.7031
H 2.6905 3.6952 1.1335
H 2.1355 0.3543 -3.0398
H 0.2532 -1.0591 -3.6565
H -0.0656 -3.4414 -4.3990
H 0.3733 -5.3234 -2.8714
H 1.4397 -6.1606 -0.6140
H 1.6177 -5.4860 1.7483
H 1.7153 -3.0984 2.4286
H 2.1654 2.5946 -3.7289
C -3.8874 2.6148 0.4646
C -2.4704 2.4497 -0.0090
C -1.5409 3.5150 0.5242
C -2.2885 2.1915 -1.4810
Sb -1.7372 0.4204 0.9754
C -1.4226 0.5352 3.2979
C -2.7726 0.3641 3.9831
C -0.8710 1.9250 3.4626
C -0.4025 -0.5792 3.4946
C -3.1769 -1.3590 0.3828
C -4.5593 -0.9262 0.8376
C -3.0324 -1.4948 -1.1263
C -2.5868 -2.5426 1.1383
H -4.2727 3.6155 0.1855
H -3.9497 2.4882 1.5649
H -4.5970 1.9208 -0.0091
H -0.5036 3.2280 0.3993
H -1.7039 4.4453 -0.1113
H -1.7595 3.8056 1.5537
H -2.5023 3.1214 -2.0635
H -2.9824 1.4336 -1.9138
H -1.2482 1.8548 -1.7846
H -3.5462 1.0163 3.5221
H -2.7085 0.6234 5.0843
H -3.1028 -0.6927 3.9337
H -1.6322 2.6838 3.2282
H 0.0314 2.1004 2.8431
H -0.6292 2.1136 4.5418
H -0.8640 -1.5790 3.3631
H 0.1042 -0.4867 4.5181
H 0.4395 -0.4845 2.7843
H -4.9048 -0.0681 0.2227
H -4.5934 -0.6359 1.9002
H -5.2744 -1.8068 0.6986
H -3.4082 -0.6682 -1.7427
H -3.5912 -2.4208 -1.4552
H -1.9697 -1.6044 -1.4467
H -2.6264 -2.3489 2.2214
H -1.5265 -2.7486 0.8716
H -3.1747 -3.4641 0.9820
N 5.6276 -0.1701 -0.1357
C 4.3051 -0.2802 -0.3723
O 3.5054 -0.6714 0.5698
C 3.8749 -0.0520 -1.8058
C 4.0585 -1.3251 -2.4473
N 3.8464 -2.3021 -3.0582
C 4.7786 0.9005 -2.4563
N 5.5531 1.5392 -3.0684
H 6.0056 -0.1657 0.8229
H 6.1970 0.2408 -0.8932
```

## Properties
molar mass: 730.8 g mol⁻¹
max |F|: 4.62 eV Å⁻¹
total charge: +2
Kohn-Sham gap: 5.95 eV
DFT total energy: -87522.2445 eV

***

8.
Here is a cluster of 2 separate species, C7H17BO2 in total from the OMol25 dataset. Energies are from the ωB97M-V functional and the def2-TZVPD basis.

```
27
Properties=species:S:1:pos:R:3
B 2.5581 0.1751 -0.3027
C 3.4961 -0.8497 0.4218
C -0.8929 -2.1091 0.2115
C -0.8132 1.6489 -0.9407
C -2.7448 0.4793 0.1841
C -0.5465 0.7931 1.4530
C -0.8498 -0.8146 -0.5380
C -1.2166 0.5047 0.0348
O 3.0809 1.3233 -0.7166
O -1.0578 -1.1464 -1.8918
H 4.0808 -1.4047 -0.3499
H 3.1623 -1.6514 1.0311
H 4.4002 -0.3747 0.9826
H -1.9125 -2.2888 0.7103
H -0.9847 -2.9868 -0.3903
H 0.0328 -2.1662 0.9345
H 0.2902 1.7299 -1.0760
H -1.4464 1.7099 -1.9159
H -0.9453 2.5601 -0.5034
H -3.1471 0.6314 -0.7696
H -3.1770 -0.4269 0.3549
H -3.2308 1.2032 0.9001
H -0.8651 -0.1100 1.9713
H 0.4464 0.7976 1.2412
H -1.0991 1.7171 1.7414
H 3.8746 1.6269 -0.3011
H -0.4929 -0.5712 -2.4766
```

## Properties
molar mass: 144.0 g mol⁻¹
max |F|: 5.24 eV Å⁻¹
Kohn-Sham gap (spin up / spin down): 6.54 / 8.07 eV
DFT total energy: -12301.8655 eV